# 1
C68H56F12N2O4S2 | the ωB97M-V functional and the def2-TZVPD basis

Summary:
- highest occupied orbital energy (eV) = -8.54
- LUMO (Eh) = 0.0017
- total charge = 0
- SMILES = C=CCc1c(S(=O)(=O)C(F)(F)C(F)(F)F)cc2c(c1-c1ccncc1)Nc1cc(CCOC(C)=O)ccc1S2.Fc1ccccc1.Fc1ccccc1.Fc1ccccc1.Fc1ccccc1.Fc1ccccc1.Fc1ccccc1.Fc1ccccc1

Last column: Mulliken charge in e.
Element x y z (Å)
C1 3.036 5.020 -1.098  -1.05
C2 3.223 6.162 -0.473  -0.01
C3 3.503 6.383 0.982  -2.11
C4 3.389 5.159 1.856  -0.29
C5 4.497 4.572 2.526  0.64
S1 6.139 5.218 2.523  1.24
O1 6.148 6.650 2.541  -0.71
O2 6.925 4.467 3.462  -0.68
C6 6.796 4.682 0.862  0.66
F1 7.616 5.608 0.400  -0.30
F2 5.755 4.557 0.030  -0.14
C7 7.508 3.324 0.897  0.66
F3 6.694 2.429 1.410  -0.04
F4 7.800 3.007 -0.348  -0.28
F5 8.611 3.385 1.598  -0.27
C8 4.400 3.392 3.275  -0.95
C9 3.161 2.782 3.399  0.27
C10 2.028 3.362 2.814  -0.66
C11 2.131 4.536 2.042  0.89
C12 0.899 5.078 1.439  0.61
C13 0.416 6.332 1.731  -0.30
C14 -0.752 6.765 1.138  -0.83
N1 -1.475 6.027 0.305  -0.40
C15 -0.996 4.810 0.020  -1.28
C16 0.172 4.312 0.549  -0.69
N2 0.758 2.738 3.035  -0.02
C17 0.832 1.349 2.652  -0.63
C18 -0.099 0.797 1.743  -0.14
C19 0.028 -0.543 1.321  0.81
C20 -0.934 -1.096 0.310  -1.43
C21 -0.658 -0.582 -1.099  -0.49
O3 0.744 -0.542 -1.369  -0.16
C22 1.250 0.274 -2.292  0.80
C23 0.352 0.811 -3.347  -0.97
O4 2.404 0.467 -2.291  -0.57
C24 1.073 -1.319 1.853  -0.82
C25 1.970 -0.796 2.778  -0.86
C26 1.855 0.540 3.167  0.78
S2 2.986 1.279 4.291  -0.36
H1 2.887 5.014 -2.158  0.37
H2 3.044 4.064 -0.614  0.30
H3 3.216 7.063 -1.054  0.51
H4 4.485 6.805 1.042  0.46
H5 2.805 7.116 1.348  0.76
H6 5.269 2.976 3.739  0.59
H7 0.914 6.976 2.425  0.67
H8 -1.113 7.753 1.353  0.51
H9 -1.572 4.206 -0.656  0.67
H10 0.513 3.338 0.260  0.88
H11 0.571 2.782 4.035  0.41
H12 -0.889 1.411 1.355  0.64
H13 -0.920 -2.170 0.316  0.38
H14 -1.914 -0.731 0.559  0.42
H15 -1.151 -1.204 -1.834  0.48
H16 -1.078 0.406 -1.181  0.24
H17 0.961 1.435 -3.971  0.44
H18 -0.002 -0.009 -3.953  0.35
H19 -0.481 1.384 -2.981  0.05
H20 1.175 -2.340 1.538  0.44
H21 2.756 -1.403 3.176  0.49
F6 4.816 -2.063 2.171  -0.36
C27 5.585 -1.279 1.376  0.49
C28 6.877 -1.016 1.785  -0.66
C29 7.672 -0.209 0.986  -0.33
C30 7.164 0.323 -0.192  -0.69
C31 5.858 0.049 -0.571  -0.53
C32 5.053 -0.764 0.214  -0.38
H22 7.245 -1.436 2.711  0.44
H23 8.688 0.006 1.287  0.43
H24 7.784 0.960 -0.808  0.55
H25 5.451 0.480 -1.473  0.51
H26 4.028 -0.977 -0.059  0.49
F7 -0.656 8.913 -1.678  -0.29
C33 -1.787 9.602 -1.407  0.30
C34 -1.813 10.960 -1.649  -0.58
C35 -2.979 11.657 -1.371  -0.31
C36 -4.088 10.997 -0.859  -0.52
C37 -4.031 9.630 -0.623  -0.56
C38 -2.873 8.918 -0.900  -0.12
H27 -0.936 11.454 -2.046  0.44
H28 -3.021 12.721 -1.558  0.36
H29 -4.993 11.548 -0.642  0.38
H30 -4.890 9.113 -0.219  0.38
H31 -2.800 7.850 -0.726  0.55
F8 -2.281 1.602 -4.967  -0.36
C39 -2.918 2.617 -4.338  0.26
C40 -2.238 3.802 -4.150  -0.35
C41 -2.891 4.845 -3.512  -0.39
C42 -4.197 4.685 -3.070  -0.55
C43 -4.855 3.479 -3.270  -0.48
C44 -4.217 2.428 -3.914  -0.34
H32 -1.219 3.903 -4.500  0.44
H33 -2.376 5.782 -3.357  0.46
H34 -4.700 5.500 -2.569  0.45
H35 -5.872 3.352 -2.924  0.39
H36 -4.710 1.481 -4.087  0.54
F9 -2.760 -3.639 -0.118  -0.28
C45 -2.584 -4.938 -0.457  0.51
C46 -2.099 -5.235 -1.714  -0.50
C47 -1.914 -6.567 -2.052  -0.29
C48 -2.217 -7.570 -1.142  -0.64
C49 -2.705 -7.241 0.115  -0.07
C50 -2.890 -5.913 0.469  -0.64
H37 -1.875 -4.436 -2.408  0.42
H38 -1.532 -6.821 -3.031  0.37
H39 -2.076 -8.608 -1.412  0.40
H40 -2.944 -8.022 0.823  0.30
H41 -3.264 -5.632 1.444  0.42
F10 -4.441 -10.374 0.368  -0.35
C51 -4.227 -10.654 1.672  0.29
C52 -4.837 -9.869 2.629  -0.26
C53 -4.611 -10.159 3.967  -0.40
C54 -3.782 -11.213 4.327  -0.46
C55 -3.180 -11.983 3.341  -0.31
C56 -3.402 -11.710 2.000  -0.60
H42 -5.474 -9.049 2.325  0.46
H43 -5.085 -9.558 4.730  0.38
H44 -3.608 -11.433 5.370  0.46
H45 -2.533 -12.805 3.617  0.36
H46 -2.947 -12.300 1.216  0.43
F11 -2.060 -11.752 7.198  -0.32
C57 -0.825 -11.258 6.960  0.37
C58 -0.318 -10.297 7.809  -0.50
C59 0.950 -9.794 7.558  -0.32
C60 1.685 -10.251 6.473  -0.51
C61 1.149 -11.217 5.634  -0.40
C62 -0.117 -11.731 5.875  -0.16
H47 -0.910 -9.952 8.646  0.41
H48 1.365 -9.043 8.216  0.35
H49 2.672 -9.854 6.282  0.38
H50 1.716 -11.574 4.785  0.36
H51 -0.551 -12.488 5.236  0.36
F12 -5.665 -1.628 -10.648  -0.32
C63 -5.177 -0.905 -9.620  0.28
C64 -6.027 -0.055 -8.943  -0.49
C65 -5.517 0.685 -7.885  -0.32
C66 -4.182 0.570 -7.525  -0.30
C67 -3.350 -0.291 -8.227  -0.47
C68 -3.846 -1.041 -9.284  -0.44
H52 -7.063 0.022 -9.243  0.42
H53 -6.169 1.354 -7.340  0.38
H54 -3.790 1.148 -6.705  0.40
H55 -2.308 -0.380 -7.952  0.38
H56 -3.217 -1.722 -9.842  0.42



# 2
C4H9NO3 | the ωB97M-V functional and the def2-TZVPD basis

Summary:
- highest occupied orbital energy (eV) = -9.86
- LUMO (Eh) = 0.0256
- total charge = 0
- SMILES = O=CCCNC=O.O

Last column: natural (NBO) charge in e.
Element x y z (Å)
O1 -1.264 1.003 2.619  -0.62
C1 -1.090 0.113 1.814  0.53
N1 -0.400 0.274 0.667  -0.62
C2 -0.261 -0.741 -0.336  -0.20
C3 1.177 -1.264 -0.470  -0.52
C4 1.316 -2.131 -1.689  0.44
O2 1.402 -1.655 -2.790  -0.51
H1 -1.480 -0.908 1.938  0.10
H2 -0.056 1.213 0.515  0.42
H3 -0.592 -0.380 -1.310  0.21
H4 -0.924 -1.575 -0.085  0.20
H5 1.478 -1.763 0.454  0.22
H6 1.833 -0.400 -0.599  0.23
H7 1.307 -3.228 -1.576  0.11
H8 -0.654 3.316 1.017  0.48
H9 -1.468 3.469 -0.269  0.48
O3 -0.560 3.393 0.059  -0.95



# 3
C22H52N2O7S7 | the ωB97M-V functional and the def2-TZVPD basis

Summary:
- highest occupied orbital energy (eV) = -8.67
- LUMO (Eh) = 0.0050
- total charge = 0

Last column: Mulliken charge in e.
Element x y z (Å)
C1 18.882 2.882 -3.341  0.38
S1 20.631 3.276 -3.583  0.33
O1 21.468 2.344 -2.739  -0.64
C2 20.812 2.677 -5.292  -0.23
H1 18.844 1.789 -3.344  -0.53
H2 18.221 3.178 -4.150  -0.23
H3 18.517 3.255 -2.387  0.51
H4 20.186 3.236 -5.988  0.35
H5 20.513 1.636 -5.427  -0.39
H6 21.856 2.814 -5.567  0.41
C3 13.713 2.570 -4.348  -0.54
S2 12.281 3.543 -4.814  0.53
O2 11.060 2.705 -4.571  -0.66
C4 12.336 4.759 -3.450  -0.78
H7 13.488 2.020 -3.434  0.38
H8 14.532 3.236 -4.076  -0.02
H9 13.956 1.869 -5.140  0.20
H10 11.532 5.473 -3.592  0.36
H11 13.327 5.201 -3.366  0.16
H12 12.134 4.207 -2.528  0.31
C5 21.193 -0.962 -3.739  -0.28
S3 22.567 -2.121 -3.530  0.46
O3 22.189 -3.010 -2.386  -0.65
C6 22.253 -3.105 -5.008  -0.67
H13 21.200 -0.109 -3.061  0.34
H14 20.232 -1.478 -3.706  0.13
H15 21.252 -0.525 -4.742  -0.12
H16 21.312 -3.649 -4.922  0.28
H17 23.040 -3.859 -5.027  0.44
H18 22.302 -2.495 -5.905  0.05
C7 16.116 6.391 -4.268  -0.49
S4 17.035 6.214 -5.831  0.30
O4 18.204 5.338 -5.526  -0.47
C8 15.756 5.209 -6.656  -0.50
H19 16.798 6.634 -3.456  0.42
H20 15.669 5.422 -4.041  -0.24
H21 15.316 7.128 -4.330  0.39
H22 14.932 5.845 -6.980  0.41
H23 15.368 4.422 -6.014  -0.12
H24 16.248 4.786 -7.532  0.34
C9 17.594 -0.283 -1.598  -0.40
S5 15.902 0.161 -1.969  0.33
O5 15.936 1.158 -3.103  -0.62
C10 15.391 -1.397 -2.730  -0.81
H25 18.090 -0.458 -2.561  -0.29
H26 17.613 -1.234 -1.063  0.44
H27 18.213 0.461 -1.104  0.35
H28 14.450 -1.158 -3.218  0.33
H29 15.219 -2.117 -1.928  0.43
H30 16.151 -1.794 -3.399  0.15
C11 22.743 1.535 -8.685  -0.81
S6 23.944 1.318 -10.016  0.50
O6 23.211 1.742 -11.246  -0.62
C12 25.035 2.658 -9.573  -0.98
H31 23.148 1.525 -7.672  0.45
H32 21.990 0.753 -8.765  0.07
H33 22.278 2.504 -8.879  0.38
H34 25.543 2.440 -8.632  0.34
H35 24.559 3.635 -9.453  0.31
H36 25.734 2.768 -10.401  0.34
C13 16.834 -1.842 -8.847  -0.51
S7 15.106 -1.666 -9.306  0.41
O7 14.447 -2.825 -8.626  -0.64
C14 14.741 -0.199 -8.291  -0.78
H37 17.182 -2.742 -9.353  0.23
H38 16.883 -2.023 -7.775  0.13
H39 17.441 -0.989 -9.144  0.29
H40 13.678 0.033 -8.366  0.45
H41 15.224 0.697 -8.688  0.36
H42 15.018 -0.396 -7.257  0.06
N1 21.495 -2.755 -9.706  0.02
C15 21.026 -2.368 -8.491  -0.64
C16 19.857 -3.055 -8.238  0.18
C17 19.584 -3.832 -9.404  -1.14
C18 20.600 -3.585 -10.305  -0.61
H43 22.346 -2.439 -10.133  0.20
H44 21.579 -1.709 -7.844  0.33
H45 19.258 -2.949 -7.350  0.82
H46 18.800 -4.551 -9.576  0.53
H47 20.774 -4.045 -11.262  0.39
N2 17.374 0.997 -5.535  1.70
C19 17.800 1.809 -6.557  -0.95
C20 18.682 1.074 -7.309  -0.93
C21 18.827 -0.197 -6.719  0.63
C22 18.044 -0.185 -5.579  -0.81
H48 16.757 1.250 -4.757  -0.24
H49 17.507 2.846 -6.555  0.31
H50 19.245 1.398 -8.172  0.41
H51 19.509 -0.979 -7.010  -0.33
H52 17.881 -0.989 -4.881  0.29



- Which of these has the highest LUMO?
  C4H9NO3